[1]
Computed, not measured: 14 unconnected molecules or ions with the total composition C54H134N2O14, with ωB97M-V with the def2-TZVPD basis set.

Results
Strongest force on any atom ... 0.0802 hartree/bohr
Relative energy (zero: lowest compared OMol25 entry of this formula, charge and spin) ... 0.0 kJ/mol
Total charge ... 0
Highest occupied orbital energy ... -8.70 eV
Frontier orbital gap ... 9.036 eV

```
204
C54H134N2O14 | the OMol25 dataset | ωB97M-V with the def2-TZVPD basis set
C -1.42 2.82 6.56
C -0.57 3.26 5.29
C -1.46 3.13 4.08
C -1.10 3.97 2.88
C -0.94 5.41 3.26
C 0.09 5.61 4.37
N -0.37 4.74 5.51
O 0.52 4.85 6.61
C 1.58 5.25 3.95
C 0.18 7.10 4.87
C 0.69 2.45 5.15
H -1.85 1.85 6.21
H -2.21 3.56 6.65
H -0.73 2.60 7.49
H -1.52 2.02 3.74
H -2.55 3.28 4.31
H -1.86 3.80 2.02
H -0.14 3.58 2.47
H -1.92 5.85 3.52
H -0.49 5.90 2.40
H 2.14 5.99 3.41
H 2.19 4.99 4.79
H 1.70 4.34 3.35
H 0.90 7.25 5.68
H 0.31 7.72 3.98
H -0.74 7.31 5.38
H 1.47 2.85 5.82
H 0.97 2.32 4.06
H 0.57 1.46 5.62
H -0.02 5.27 7.31
C 2.94 0.30 -1.13
C 1.66 -0.18 -0.50
C 1.77 -0.05 1.04
C 0.44 -0.43 1.75
C -0.61 0.55 1.25
C -0.81 0.66 -0.23
N 0.57 0.86 -0.86
O 0.44 0.71 -2.27
C -1.61 -0.61 -0.80
C -1.59 1.87 -0.68
C 1.31 -1.58 -1.00
H 3.77 0.33 -0.38
H 2.91 1.34 -1.52
H 3.24 -0.24 -2.03
H 2.51 -0.72 1.41
H 2.07 0.92 1.34
H 0.41 -0.12 2.82
H 0.24 -1.53 1.79
H -0.28 1.60 1.50
H -1.61 0.32 1.72
H -1.17 -0.94 -1.69
H -1.55 -1.38 -0.08
H -2.66 -0.24 -0.89
H -1.88 1.84 -1.73
H -2.54 1.86 -0.10
H -1.05 2.76 -0.47
H 2.09 -2.39 -0.87
H 1.10 -1.58 -2.11
H 0.41 -1.97 -0.49
H 0.74 1.55 -2.58
C -4.36 2.15 -4.48
C -3.05 2.06 -5.26
C -1.78 1.82 -4.55
O -3.19 1.15 -6.45
H -4.27 3.03 -3.88
H -4.55 1.21 -3.82
H -5.13 2.14 -5.23
H -2.87 3.01 -5.76
H -1.12 1.57 -5.42
H -1.92 0.95 -3.85
H -1.36 2.70 -3.99
H -3.47 0.31 -6.11
C 1.97 -2.01 -5.18
C 0.74 -1.18 -5.54
C 0.08 -1.57 -6.82
O -0.30 -1.23 -4.51
H 2.57 -1.40 -4.49
H 2.55 -2.36 -6.06
H 1.66 -2.93 -4.73
H 1.09 -0.12 -5.68
H -0.72 -0.82 -6.97
H -0.35 -2.53 -6.72
H 0.86 -1.64 -7.60
H -0.01 -0.66 -3.78
C -5.15 0.65 4.07
C -4.57 -0.75 3.58
C -5.73 -1.78 3.53
O -3.87 -0.48 2.32
H -4.29 1.28 4.33
H -5.81 0.53 4.98
H -5.70 1.17 3.24
H -3.81 -1.04 4.31
H -6.12 -1.98 4.53
H -5.36 -2.77 3.24
H -6.53 -1.39 2.92
H -3.86 0.51 2.26
C 6.15 1.94 3.31
C 6.15 2.82 4.61
C 6.36 4.26 4.13
O 4.81 2.74 5.18
H 7.06 2.05 2.71
H 5.32 2.44 2.81
H 5.94 0.88 3.51
H 7.02 2.61 5.28
H 5.69 4.49 3.36
H 7.37 4.34 3.83
H 6.20 4.96 4.92
H 4.58 1.79 5.23
C -3.57 -3.62 -5.88
C -3.77 -2.68 -4.72
C -3.41 -3.12 -3.39
O -3.26 -1.37 -5.06
H -4.18 -4.52 -5.80
H -2.49 -3.86 -5.97
H -3.84 -3.11 -6.81
H -4.84 -2.43 -4.77
H -3.68 -2.37 -2.62
H -2.30 -3.06 -3.37
H -3.80 -4.14 -3.24
H -2.30 -1.39 -4.89
C -0.18 5.40 -0.87
C 1.25 5.39 -1.39
C 2.06 4.26 -0.73
O 1.26 5.04 -2.76
H -0.19 5.66 0.21
H -0.60 4.43 -0.95
H -0.78 6.23 -1.30
H 1.69 6.41 -1.28
H 3.09 4.17 -1.12
H 1.62 3.26 -0.92
H 2.08 4.35 0.38
H 0.66 5.63 -3.28
C 1.06 -5.58 -0.87
C 0.63 -5.82 -2.33
C -0.56 -4.82 -2.65
O 1.67 -5.63 -3.27
H 1.76 -6.33 -0.50
H 0.29 -5.27 -0.17
H 1.64 -4.68 -0.99
H 0.25 -6.85 -2.43
H -0.22 -3.81 -2.61
H -1.35 -4.94 -1.95
H -0.97 -5.01 -3.65
H 2.55 -5.68 -2.84
C 6.19 -4.46 -3.02
C 5.42 -5.09 -1.90
C 4.68 -4.14 -0.99
O 4.48 -6.05 -2.36
H 6.58 -5.22 -3.69
H 6.98 -3.77 -2.67
H 5.59 -3.83 -3.69
H 6.11 -5.61 -1.27
H 5.37 -3.44 -0.49
H 4.13 -4.77 -0.22
H 3.98 -3.56 -1.63
H 4.94 -6.67 -2.92
C -2.55 -4.80 2.51
C -3.36 -5.45 1.43
C -4.85 -5.52 1.73
O -3.28 -4.85 0.14
H -1.50 -4.69 2.19
H -2.56 -5.40 3.42
H -2.97 -3.82 2.72
H -2.97 -6.49 1.27
H -5.35 -4.56 1.64
H -5.13 -5.76 2.80
H -5.29 -6.23 1.07
H -3.70 -3.99 0.22
C -6.16 -0.82 -0.86
C -6.00 -2.11 -0.05
C -6.64 -3.34 -0.72
O -4.64 -2.38 0.18
H -5.74 0.02 -0.30
H -7.22 -0.56 -1.01
H -5.68 -0.91 -1.81
H -6.55 -1.94 0.89
H -7.03 -4.12 -0.06
H -5.96 -3.73 -1.48
H -7.59 -2.95 -1.19
H -4.23 -1.78 0.90
C 3.60 -2.06 3.78
C 3.36 -0.89 4.76
C 2.74 -1.40 6.05
O 4.55 -0.20 5.10
H 2.64 -2.57 3.61
H 4.36 -2.76 4.17
H 3.84 -1.63 2.76
H 2.70 -0.18 4.30
H 1.72 -1.79 5.81
H 2.56 -0.55 6.66
H 3.31 -2.13 6.62
H 5.12 -0.58 5.81
C 3.53 2.83 -5.78
C 3.49 2.27 -4.39
C 4.66 2.62 -3.51
O 2.22 2.69 -3.84
H 2.57 2.88 -6.29
H 4.23 2.25 -6.50
H 3.88 3.85 -5.81
H 3.45 1.12 -4.48
H 5.65 2.29 -3.81
H 4.52 2.40 -2.49
H 4.68 3.77 -3.48
H 2.33 3.47 -3.27
```

Here are the Mulliken charges for atoms 1 to 99, given in e: number 1, C, carries -1.882; number 2, C, carries 1.823; number 3, C, carries -0.649; number 4, C, carries 0.588; number 5, C, carries -1.010; number 6, C, carries 1.881; number 7, N, carries 0.006; number 8, O, carries -0.459; number 9, C, carries -1.847; number 10, C, carries -1.965; number 11, C, carries -1.259; number 12, H, carries 0.340; number 13, H, carries 0.516; number 14, H, carries 0.299; number 15, H, carries -0.008; number 16, H, carries 0.302; number 17, H, carries 0.283; number 18, H, carries -0.427; number 19, H, carries 0.284; number 20, H, carries -0.035; number 21, H, carries 0.471; number 22, H, carries 0.460; number 23, H, carries 0.023; number 24, H, carries 0.391; number 25, H, carries 0.394; number 26, H, carries 0.512; number 27, H, carries 0.424; number 28, H, carries -0.412; number 29, H, carries 0.662; number 30, H, carries 0.369; number 31, C, carries -1.020; number 32, C, carries 3.818; number 33, C, carries -2.599; number 34, C, carries -0.455; number 35, C, carries 0.862; number 36, C, carries 2.753; number 37, N, carries -0.242; number 38, O, carries 2.365; number 39, C, carries -1.481; number 40, C, carries -0.748; number 41, C, carries -1.160; number 42, H, carries 0.542; number 43, H, carries -0.720; number 44, H, carries 0.285; number 45, H, carries 0.194; number 46, H, carries 0.501; number 47, H, carries 0.521; number 48, H, carries 0.155; number 49, H, carries -0.909; number 50, H, carries -0.801; number 51, H, carries -0.818; number 52, H, carries 0.241; number 53, H, carries 0.257; number 54, H, carries -0.144; number 55, H, carries 0.508; number 56, H, carries -0.981; number 57, H, carries 0.116; number 58, H, carries -0.779; number 59, H, carries -0.004; number 60, H, carries -0.654; number 61, C, carries -1.255; number 62, C, carries 0.033; number 63, C, carries 0.316; number 64, O, carries -0.626; number 65, H, carries 0.455; number 66, H, carries -0.017; number 67, H, carries 0.446; number 68, H, carries 0.495; number 69, H, carries -0.026; number 70, H, carries -0.566; number 71, H, carries 0.276; number 72, H, carries 0.388; number 73, C, carries -1.228; number 74, C, carries 1.527; number 75, C, carries -1.665; number 76, O, carries 0.821; number 77, H, carries 0.030; number 78, H, carries 0.459; number 79, H, carries 0.168; number 80, H, carries -0.179; number 81, H, carries 0.292; number 82, H, carries 0.282; number 83, H, carries 0.496; number 84, H, carries -0.994; number 85, C, carries -1.293; number 86, C, carries 0.543; number 87, C, carries -1.339; number 88, O, carries -0.143; number 89, H, carries 0.234; number 90, H, carries 0.380; number 91, H, carries 0.366; number 92, H, carries 0.210; number 93, H, carries 0.545; number 94, H, carries 0.027; number 95, H, carries 0.348; number 96, H, carries 0.110; number 97, C, carries -0.985; number 98, C, carries 0.516; number 99, C, carries -1.549

---

[2]
Computed, not measured: a molecular structure, C4H9NO, with ωB97M-V with the def2-TZVPD basis set.

Results
Strongest force on any atom ... 0.0584 hartree/bohr
Relative energy (zero: lowest compared OMol25 entry of this formula, charge and spin) ... 348.1 kJ/mol
Total charge ... 0
Highest occupied orbital energy ... -9.21 eV
Frontier orbital gap ... 9.849 eV

```
15
C4H9NO | the OMol25 dataset | ωB97M-V with the def2-TZVPD basis set
C -1.86 0.82 0.84
C -0.73 0.91 -0.17
C 0.55 0.14 0.23
C 0.79 -1.08 -0.54
O -0.20 -1.77 -0.79
N 2.08 -1.23 -1.07
H -2.73 1.39 0.51
H -1.52 1.21 1.80
H -2.12 -0.23 0.94
H -1.06 0.50 -1.14
H -0.46 1.97 -0.34
H 1.24 0.70 0.86
H 0.82 -1.09 0.86
H 2.73 -1.90 -0.70
H 2.48 -0.34 -1.30
```

Atomic charges from the Mulliken analysis, expressed in e, are listed below: number 1, C, carries -1.118; number 2, C, carries -0.365; number 3, C, carries -0.630; number 4, C, carries 0.599; number 5, O, carries -0.553; number 6, N, carries -0.497; number 7, H, carries 0.328; number 8, H, carries 0.306; number 9, H, carries 0.305; number 10, H, carries 0.296; number 11, H, carries 0.306; number 12, H, carries 0.474; number 13, H, carries 0.066; number 14, H, carries 0.227; number 15, H, carries 0.258

---

[3]
Computed, not measured: a molecular structure, C15H30BF4NOOsP2, with ωB97M-V with the def2-TZVPD basis set.

Results
Strongest force on any atom ... 0.0786 hartree/bohr
Total charge ... 0
Highest occupied orbital energy (alpha / beta) ... -6.80 / -7.18 eV
2S+1 ... 5
Frontier orbital gap (alpha / beta) ... 6.594 / 6.285 eV

```
55
C15H30BF4NOOsP2 | the OMol25 dataset | ωB97M-V with the def2-TZVPD basis set
Os 0.62 -0.40 1.01
P -1.45 -0.50 1.81
P 1.64 0.34 -1.11
N 0.19 -1.84 -0.10
H -0.46 3.77 -0.86
C -3.15 -0.08 1.17
H -3.87 -0.15 1.98
H -3.43 -0.80 0.40
H -3.19 0.92 0.75
C -1.47 0.31 3.46
H -2.19 -0.22 4.07
H -1.75 1.36 3.35
H -0.47 0.22 3.86
C -1.73 -2.25 2.30
H -2.41 -2.25 3.14
H -0.77 -2.67 2.57
H -2.16 -2.79 1.46
C 0.96 0.91 -2.74
H 1.78 1.04 -3.47
H 0.46 1.89 -2.63
H 0.24 0.18 -3.15
C 2.87 1.65 -0.81
H 3.73 1.47 -1.48
H 3.18 1.58 0.24
H 2.43 2.64 -1.03
C 2.69 -1.03 -1.74
H 3.48 -0.59 -2.36
H 2.08 -1.71 -2.34
H 3.11 -1.54 -0.88
C 0.24 -3.11 -0.40
C -0.62 -5.07 -1.60
C -0.70 -3.70 -1.34
C 1.23 -3.93 0.21
C 1.27 -5.31 -0.08
C 0.35 -5.84 -0.98
H -1.33 -5.51 -2.29
H -1.41 -3.04 -1.79
H 1.91 -3.45 0.90
H 2.03 -5.90 0.41
H 0.40 -6.94 -1.19
C -0.35 2.79 0.53
O -0.05 1.59 1.09
C -1.79 3.04 0.36
H -2.00 4.10 0.25
H -2.34 2.83 1.32
H -2.37 2.37 -0.38
C 0.44 3.84 1.35
H 0.60 4.68 0.67
H 1.42 3.60 1.75
H -0.13 4.21 2.21
F -0.37 3.67 -2.09
B 0.72 4.89 -2.15
F 1.20 5.10 -3.39
F 1.67 4.38 -1.27
F -0.08 5.88 -1.60
```

Atomic charges from the Mulliken analysis, expressed in e, are listed below: number 1, Os, carries 1.268; number 2, P, carries 1.248; number 3, P, carries 0.705; number 4, N, carries -0.755; number 5, H, carries 0.363; number 6, C, carries -1.140; number 7, H, carries 0.388; number 8, H, carries 0.341; number 9, H, carries 0.201; number 10, C, carries -1.347; number 11, H, carries 0.446; number 12, H, carries 0.300; number 13, H, carries 0.339; number 14, C, carries -1.456; number 15, H, carries 0.529; number 16, H, carries 0.328; number 17, H, carries 0.352; number 18, C, carries -0.998; number 19, H, carries 0.379; number 20, H, carries 0.090; number 21, H, carries 0.351; number 22, C, carries -1.003; number 23, H, carries 0.439; number 24, H, carries 0.293; number 25, H, carries 0.195; number 26, C, carries -1.271; number 27, H, carries 0.566; number 28, H, carries 0.313; number 29, H, carries 0.273; number 30, C, carries 0.065; number 31, C, carries -0.519; number 32, C, carries -0.416; number 33, C, carries -0.059; number 34, C, carries -0.749; number 35, C, carries -0.238; number 36, H, carries 0.370; number 37, H, carries 0.467; number 38, H, carries 0.367; number 39, H, carries 0.383; number 40, H, carries 0.293; number 41, C, carries 0.787; number 42, O, carries -0.877; number 43, C, carries -1.707; number 44, H, carries 0.624; number 45, H, carries 0.474; number 46, H, carries 0.197; number 47, C, carries -1.414; number 48, H, carries 0.412; number 49, H, carries 0.321; number 50, H, carries 0.367; number 51, F, carries -0.442; number 52, B, carries 0.449; number 53, F, carries -0.272; number 54, F, carries -0.336; number 55, F, carries -0.284

---

total charge of number 1 (C54H134N2O14)? 0

---

Look up the strongest force on any atom of the third one. 0.0786 hartree/bohr

---

Which of these has the lowest strongest force on any atom? C4H9NO